Entry from the OMol25 dataset: a structure of composition C12H10AuN3O5STe (ωB97M-V with the def2-TZVPD basis set).

Computed properties:
Electronic energy: -1805.72027 Ha
Energy relative to the best compared isomer or geometry (same formula, charge and spin): 0.000 eV
E_HOMO: -0.51 eV
Total charge: -2

```
33
Properties=species:S:1:pos:R:3:forces:R:3:mulliken_charge:R:1
Au -1.022 0.030 0.099 -0.2 -0.1 0.2 0.364
O 3.125 -0.871 0.021 0.0 0.0 0.0 -0.855
C 1.876 -0.939 0.025 0.1 0.0 0.1 0.305
N 1.063 0.116 0.044 0.1 0.0 -0.1 -0.255
C 1.837 1.338 0.048 0.1 0.0 0.0 -0.411
C 1.123 2.668 0.001 -0.1 -0.1 0.0 0.450
C 1.920 3.820 0.009 0.1 0.1 0.0 -0.740
C 1.325 5.063 -0.033 0.0 -0.1 0.0 -0.251
C -0.064 5.135 -0.082 0.0 0.1 0.0 -0.586
C -0.772 3.947 -0.085 -0.1 0.0 0.0 -0.439
N -0.196 2.746 -0.046 0.1 0.1 0.0 -0.080
C 1.281 -2.338 0.021 -0.1 0.0 0.0 0.442
C 2.147 -3.429 0.030 0.1 0.0 0.0 -0.483
C 1.609 -4.704 0.032 -0.1 0.0 0.0 -0.218
C 0.228 -4.853 0.026 0.0 0.0 0.0 -0.711
C -0.562 -3.711 0.017 0.0 0.0 0.0 -0.366
N -0.035 -2.491 0.012 0.1 -0.1 0.0 -0.044
H 2.544 1.328 -0.794 0.0 0.0 0.0 0.270
H 2.494 1.358 0.929 0.0 0.0 0.0 0.239
H 2.999 3.720 0.048 0.0 0.0 0.0 0.364
H 1.928 5.963 -0.029 0.0 0.0 0.0 0.381
H -0.579 6.086 -0.116 0.0 0.0 0.0 0.349
H -1.857 3.939 -0.121 0.0 0.0 0.0 0.471
H 3.212 -3.245 0.037 0.0 0.0 0.0 0.387
H 2.256 -5.574 0.040 0.0 0.0 0.0 0.379
H -0.231 -5.834 0.030 0.0 0.0 0.0 0.370
H -1.648 -3.734 0.021 0.0 0.0 0.0 0.518
Te -6.469 0.654 0.307 -0.1 0.2 -0.1 -0.406
O -5.281 -1.033 0.395 -0.4 -0.1 0.3 -0.669
S -3.870 -1.270 -0.143 0.6 0.0 0.0 1.274
O -3.890 -1.368 -1.588 0.0 0.0 0.0 -0.697
O -3.090 -0.050 0.304 0.0 -0.1 -0.1 -0.691
O -3.402 -2.468 0.541 0.0 0.0 -0.1 -0.663
```
Forces are in eV/Å.

Entry from the OMol25 dataset: a structure of composition C18H29F6I2NO6S2Zn in a non-equilibrium geometry (ωB97M-V with the def2-TZVPD basis set).

Computed properties:
Electronic energy: -4978.76034 Ha
E_HOMO: -14.74 eV
Total charge: +2

```
65
Properties=species:S:1:pos:R:3:forces:R:3:mulliken_charge:R:1
C -0.827 -3.278 -3.374 0.9 0.2 0.6 -1.318
C 0.201 -2.628 -2.380 -0.4 -1.5 0.3 0.039
C -0.341 -2.729 -0.878 -0.9 0.7 -2.2 -1.176
I 0.554 -4.372 0.119 -0.6 0.4 0.9 0.492
C -0.453 -1.398 -0.141 -0.5 0.3 0.4 -0.337
C -1.570 -1.403 0.921 -0.6 0.0 0.1 -0.623
I -1.172 -2.851 2.541 0.6 0.0 -0.4 0.597
C -2.973 -1.915 0.379 -0.3 -0.6 -0.5 0.078
C -3.383 -1.547 -1.058 0.0 0.2 -0.4 -1.255
F -2.975 -3.321 0.464 -0.1 0.4 -0.3 -0.373
C -1.876 -0.051 1.633 -2.4 1.0 1.7 1.395
C -2.564 -0.264 3.069 1.2 -0.9 -0.7 -2.224
N -2.858 0.741 0.851 0.8 -0.3 -0.1 -0.425
O -0.833 0.882 1.889 0.6 -1.0 -1.3 -0.656
S 0.699 0.384 1.754 2.6 1.5 3.2 1.585
O 1.516 1.535 1.778 -0.7 1.0 -1.7 -0.596
O 1.008 -0.401 2.919 -1.4 -1.8 -1.0 -0.620
C 0.859 -0.572 0.185 -1.7 -0.4 -1.0 0.387
O 1.117 0.187 -0.941 -0.1 -0.5 1.3 -0.264
C 0.443 1.447 -1.085 0.3 2.1 -1.3 -1.247
C 1.501 2.600 -1.131 -0.1 -0.1 -1.8 0.577
C 2.139 2.491 -2.577 -0.6 -0.6 1.4 -1.630
C 0.886 4.032 -1.016 0.6 0.5 0.5 0.467
C 1.354 4.712 0.322 -0.8 0.1 -0.9 -1.382
C -0.641 4.135 -1.238 0.0 -0.5 1.2 -1.328
S 2.542 -1.399 0.279 4.2 1.9 -2.8 1.496
O 2.908 -2.080 -0.934 -2.4 -1.8 0.4 -0.676
O 3.443 -0.284 0.339 -0.9 0.7 2.0 -0.632
C 3.040 -2.444 1.717 1.2 -2.0 1.8 0.277
F 3.640 -3.540 1.199 -0.4 0.5 -0.5 -0.235
F 2.092 -2.938 2.539 -0.5 0.7 -0.3 -0.176
C 4.192 -1.838 2.637 0.2 0.7 -0.3 0.584
F 3.909 -0.645 3.123 -0.5 0.0 0.2 -0.157
F 5.322 -1.745 1.965 0.0 -0.3 -0.3 -0.210
F 4.347 -2.708 3.624 -0.1 0.0 0.1 -0.230
H -1.228 -4.213 -2.943 -0.1 0.4 -0.2 0.341
H -0.242 -3.578 -4.257 -0.6 0.3 0.1 0.426
H -1.617 -2.554 -3.623 0.1 -0.5 -0.1 0.345
H 1.086 -3.283 -2.416 0.1 0.9 -0.3 0.411
H 0.412 -1.592 -2.675 0.3 -0.4 0.3 0.043
H -1.373 -3.068 -1.058 0.6 -0.1 0.6 0.759
H -0.938 -0.768 -0.925 0.4 -0.2 0.4 0.156
H -3.796 -1.610 1.047 0.6 0.0 0.0 0.808
H -2.949 -0.594 -1.398 -0.3 -0.3 0.2 0.266
H -4.482 -1.470 -1.100 0.5 0.1 0.1 0.430
H -3.119 -2.325 -1.794 0.0 0.2 0.5 0.356
H -3.103 0.781 3.272 0.5 -1.1 -0.4 0.851
H -3.373 -1.013 3.068 0.2 0.3 0.2 0.546
H -1.829 -0.370 3.882 -0.3 -0.1 -0.2 0.644
H -3.807 0.540 1.150 0.1 0.0 -0.2 0.342
H -2.674 1.726 1.040 0.0 -0.2 -0.3 0.300
H 0.023 1.456 -2.114 0.1 -0.4 0.6 0.636
H -0.425 1.664 -0.441 0.5 -0.7 0.4 0.002
H 2.336 2.435 -0.438 -0.6 0.0 0.2 0.445
H 2.489 1.446 -2.674 0.2 0.6 -0.4 0.260
H 1.326 2.678 -3.301 0.6 0.1 0.0 0.431
H 2.957 3.218 -2.650 -0.2 -0.4 -0.3 0.484
H 1.362 4.642 -1.809 -0.2 -0.5 0.2 0.421
H 1.365 5.804 0.161 0.1 -0.4 0.3 0.454
H 0.636 4.503 1.136 0.5 -0.1 -0.2 0.214
H 2.367 4.357 0.560 -0.4 0.3 0.2 0.349
H -0.961 5.176 -1.392 0.1 -0.4 -0.2 0.442
H -1.037 3.451 -2.008 0.2 0.6 0.0 0.276
H -1.130 3.816 -0.285 0.1 0.2 -0.5 0.163
Zn -3.522 1.949 4.493 -0.4 1.0 0.8 0.193
```
Forces are in eV/Å.

Entry from the OMol25 dataset: a cluster of 6 separate species, C6H23NO6 in total in a non-equilibrium geometry (ωB97M-V with the def2-TZVPD basis set).

Computed properties:
Electronic energy: -748.46488 Ha
Energy relative to the best compared isomer or geometry (same formula, charge and spin): 4.550 eV
E_HOMO: -8.20 eV

```
36
Properties=species:S:1:pos:R:3:forces:R:3:mulliken_charge:R:1
C 1.479 1.066 2.941 -1.2 -0.4 3.0 -1.045
C 0.033 0.525 3.107 0.8 -1.3 0.1 -0.645
N -0.422 0.153 1.798 -1.7 1.5 0.8 -0.173
C 0.045 -1.080 1.276 0.7 -1.2 1.5 -1.263
C 0.742 -0.990 -0.014 1.9 2.3 -2.4 -0.194
C -0.313 -1.114 -1.094 -0.5 -1.6 1.3 0.378
C 0.246 -1.095 -2.446 -1.6 0.6 -3.0 -0.191
O -0.403 -0.921 -3.483 -0.1 -0.4 1.3 -0.630
H 1.411 2.071 2.574 0.4 0.4 -0.8 0.273
H 2.171 0.360 2.454 -0.4 0.6 0.0 0.296
H 1.707 1.174 4.018 1.0 0.1 -0.4 0.400
H 0.060 -0.509 3.606 0.0 1.8 0.0 0.301
H -0.649 1.216 3.735 1.0 -1.0 -1.3 0.317
H -0.512 0.881 1.125 0.5 0.7 -0.4 0.246
H 0.722 -1.615 1.985 -0.9 0.5 -0.1 0.443
H -0.920 -1.553 1.211 0.5 -1.9 -0.6 0.649
H 1.590 -1.661 -0.259 -0.7 -0.3 0.7 0.416
H 1.291 0.043 -0.122 -1.1 -1.5 0.4 -0.056
H -1.151 -0.464 -0.867 0.0 0.7 -0.8 -0.272
H -0.830 -2.092 -0.864 0.6 0.4 -0.8 0.326
H 1.307 -1.048 -2.620 0.4 -1.5 0.8 0.431
O 1.822 0.636 -2.675 1.2 1.7 -4.4 -0.589
H 1.830 1.155 -1.906 0.0 1.6 1.7 0.484
H 1.899 1.277 -3.485 -0.4 -1.7 2.4 0.258
O 2.831 2.831 -1.391 -0.1 1.3 3.1 -0.667
H 3.212 2.557 -2.195 1.4 -0.3 -1.2 0.293
H 3.508 3.151 -0.718 -1.1 -0.8 -1.8 0.319
O -1.468 -2.290 3.279 -0.6 -4.0 0.3 -0.614
H -1.581 -3.336 3.277 0.7 3.2 0.0 0.316
H -2.395 -2.066 3.217 -0.4 0.5 0.0 0.278
O -3.090 -0.358 0.701 1.2 0.1 0.0 -0.676
H -2.129 -0.174 0.827 -0.6 0.2 -0.6 0.290
H -3.216 -0.427 1.641 -1.1 -0.1 0.8 0.326
O -1.544 1.707 -2.212 -0.3 -3.2 0.9 -0.616
H -1.525 0.890 -2.782 0.0 0.9 0.8 0.326
H -1.409 2.383 -2.814 0.4 2.2 -1.8 0.266
```
Forces are in eV/Å.

Entry from the OMol25 dataset: a structure of composition C24H33N3P2SeV in a non-equilibrium geometry (ωB97M-V with the def2-TZVPD basis set).

Computed properties:
Electronic energy: -5126.37054 Ha
E_HOMO (alpha / beta): -9.58 / -9.03 eV
Total charge: +1
2S+1: 3

```
64
Properties=species:S:1:pos:R:3:forces:R:3:mulliken_charge:R:1
C -1.938 2.612 -3.256 0.1 -1.1 0.7 -0.454
C -1.535 1.325 -2.893 -0.5 0.2 -0.8 0.014
C -0.188 0.971 -3.227 1.4 0.2 -0.5 0.143
C 0.816 2.014 -3.201 -0.5 -0.7 0.4 1.093
C 0.376 3.361 -3.271 -0.6 0.5 -0.1 -0.915
C -0.977 3.636 -3.429 1.3 0.1 -0.1 -0.500
C 2.142 1.594 -3.057 0.1 0.2 -0.4 -0.892
C 2.464 0.237 -2.970 -0.6 -0.2 0.4 1.017
C 1.367 -0.696 -3.007 0.1 0.9 -0.9 0.142
C 1.590 -2.029 -2.514 0.2 -0.6 -0.7 -0.177
C 2.883 -2.522 -2.591 -0.9 0.2 0.4 -0.341
C 3.977 -1.638 -2.753 0.4 0.9 -0.2 -0.638
C 3.779 -0.271 -2.828 0.4 -0.7 0.1 -0.889
H -3.001 2.841 -3.358 0.2 0.1 0.5 0.402
H 1.139 4.141 -3.219 -0.4 -0.1 -0.1 0.411
H -1.310 4.658 -3.602 0.1 -0.2 0.0 0.394
H 2.932 2.339 -3.005 0.0 -0.1 -0.2 0.424
H 3.054 -3.596 -2.487 0.0 0.4 0.3 0.465
H 4.987 -2.045 -2.744 -0.2 0.1 0.0 0.397
H 4.594 0.453 -2.800 0.0 -0.4 -0.1 0.424
N 0.170 -0.302 -3.498 -0.9 -0.5 3.6 -0.449
V -1.002 -1.141 1.323 -0.7 0.4 -2.7 -0.933
C -2.375 0.313 -2.123 0.3 -0.1 -0.6 -1.227
H -2.152 -0.701 -2.491 -0.2 0.3 0.0 0.385
H -3.442 0.532 -2.281 0.2 -0.1 0.3 0.674
C 0.424 -2.813 -1.936 0.0 -0.2 -0.3 -1.042
H -0.507 -2.531 -2.442 0.2 -0.1 0.0 0.526
H 0.581 -3.894 -2.042 0.0 0.1 -0.1 0.593
P -2.080 0.248 -0.229 -2.2 0.1 -0.7 1.508
P 0.104 -2.514 -0.118 0.4 -0.3 -0.5 1.547
C 1.329 -3.544 0.770 0.0 -0.4 -0.1 -1.219
H 1.300 -3.303 1.846 -0.1 -0.1 -0.5 0.250
H 1.116 -4.614 0.629 0.3 0.2 0.0 0.396
H 2.329 -3.297 0.384 -0.2 -0.2 0.1 0.370
C -1.543 -3.301 0.189 0.5 -0.8 -0.5 -1.467
H -1.348 -4.371 0.337 -0.5 0.2 0.3 0.504
H -2.042 -2.912 1.109 -0.1 -0.4 -0.1 0.361
H -2.218 -3.191 -0.670 0.2 0.1 0.3 0.346
C -2.433 1.992 0.132 0.1 0.6 0.4 -0.991
H -3.484 2.212 -0.097 0.2 0.0 0.0 0.431
H -2.255 2.209 1.191 -0.1 -0.1 -0.2 0.042
H -1.808 2.660 -0.466 0.0 -0.1 0.1 0.323
C -3.726 -0.465 0.211 -0.4 0.3 -0.5 -1.655
H -3.811 -0.625 1.290 0.0 0.1 -0.1 0.363
H -4.481 0.259 -0.106 -0.3 -0.3 0.1 0.544
H -3.898 -1.413 -0.308 0.0 0.1 0.1 0.327
H 0.348 -0.460 1.187 2.5 1.6 0.1 0.078
H -0.065 -0.119 0.393 0.5 -0.2 0.8 -0.204
C 2.333 -0.589 3.708 0.5 -0.6 -0.1 -0.811
N 1.484 0.443 4.261 -0.9 0.3 0.1 0.191
C 1.926 1.618 4.853 -0.6 0.1 -0.2 -0.400
C 0.839 2.423 4.994 0.4 -0.5 -0.3 -0.480
N -0.250 1.732 4.488 0.5 -1.0 -0.1 0.193
C -1.529 2.364 4.251 -0.5 0.3 0.0 -0.891
C 0.130 0.476 4.093 1.1 1.4 0.2 -0.133
Se -0.915 -1.007 3.612 -0.6 0.2 1.9 -0.354
H 2.462 -0.447 2.621 -0.1 0.0 0.4 0.304
H 1.876 -1.575 3.871 0.2 0.4 0.0 0.282
H 3.314 -0.532 4.195 -0.3 -0.1 -0.1 0.332
H 2.960 1.769 5.121 -0.1 0.0 -0.1 0.426
H 0.740 3.422 5.389 0.0 -0.1 0.0 0.458
H -1.822 2.928 5.146 0.0 -0.3 -0.2 0.347
H -1.447 3.075 3.414 0.0 -0.3 0.2 0.335
H -2.282 1.608 4.010 0.2 0.1 0.1 0.300
```
Forces are in eV/Å.